Record 1
12
Properties=species:S:1:pos:R:3 method="wB97M-V/def2-TZVPD" smiles=CO[C@H](C)[O-] total_charge=-1
C 0.677 0.853 -1.338
O 1.201 -0.911 0.248
C -1.287 -0.912 1.127
H 1.241 1.103 0.651
H -0.423 -1.238 1.803
O -0.887 0.294 0.633
H 0.240 0.235 -2.151
H 1.776 0.903 -1.528
H 0.382 1.921 -1.448
C 0.724 0.233 0.119
H -2.224 -0.817 1.617
H -1.421 -1.663 0.268


Record 2
9
Properties=species:S:1:pos:R:3 method="wB97M-V/def2-TZVPD" total_charge=+1
H -0.286 -0.964 1.687
C -0.518 0.476 -2.266
C -0.737 0.003 0.103
H -0.350 0.917 -3.207
N 0.230 -0.222 1.166
N -0.572 0.306 -1.116
C 1.491 -0.124 1.385
H -1.812 -0.262 0.446
O 2.555 -0.129 1.801


One value per record, in order, for lowest unoccupied orbital energy: 4.681; -5.533 eV.
One value per record, in order, for E: -268.94942; -300.43269 Eh.
One value per record, in order, for relative energy (zero: lowest compared OMol25 entry of this formula, charge and spin): 56.9; 85.8 kcal per mole.